No. 1
120
Properties=species:S:1:pos:R:3 method="wB97M-V/def2-TZVPD" lumo_ev=3.41 de_lowest_ev=2.771 total_charge=-2
Rb -0.49 -0.63 0.06
C -2.93 1.91 -1.26
C -1.95 2.96 -0.84
N -2.11 3.56 0.26
C -1.22 4.50 0.91
C 0.30 4.45 0.66
N 0.79 3.10 0.59
C 2.16 2.89 1.02
C 3.19 2.91 -0.15
N 3.81 1.60 -0.29
C 3.83 1.00 -1.61
C 2.39 0.59 -1.95
N 2.17 0.54 -3.37
C 1.41 1.33 -3.99
C 1.26 1.17 -5.49
C 0.64 2.47 -3.39
C 0.91 3.77 -3.85
C 0.18 4.82 -3.33
C -0.75 4.56 -2.33
C -0.90 3.25 -1.89
N -0.25 2.23 -2.44
H -3.68 1.77 -0.48
H -2.39 0.97 -1.42
H -3.41 2.18 -2.20
H -1.37 4.33 1.98
H -1.58 5.52 0.70
H 0.78 5.02 1.47
H 0.55 4.98 -0.27
H 0.16 2.42 1.02
H 2.23 1.90 1.47
H 2.46 3.63 1.79
H 3.93 3.71 -0.01
H 2.63 3.13 -1.06
H 4.71 1.54 0.17
H 4.47 0.11 -1.58
H 4.21 1.66 -2.40
H 1.71 1.26 -1.42
H 2.27 -0.43 -1.60
H 1.60 2.05 -6.03
H 0.21 1.00 -5.74
H 1.84 0.30 -5.79
H 1.67 3.93 -4.60
H 0.33 5.83 -3.70
H -1.35 5.35 -1.91
O -2.73 0.01 4.91
C -3.05 1.24 4.44
C -3.98 1.97 5.16
C -4.37 3.24 4.74
C -3.82 3.77 3.58
C -2.89 3.04 2.86
C -2.49 1.78 3.27
C -1.49 1.02 2.39
O -0.90 1.69 1.44
N -0.44 0.45 3.40
N 0.43 -0.39 2.89
C 1.62 -0.49 3.37
C 2.62 -1.39 2.83
Br 2.42 -1.93 1.02
C 3.74 -1.75 3.47
C 4.04 -1.54 4.89
C 3.05 -1.59 5.88
C 3.35 -1.38 7.21
C 4.66 -1.12 7.60
C 5.66 -1.09 6.64
C 5.35 -1.31 5.30
H -2.01 -0.35 4.37
H -4.40 1.53 6.06
H -5.10 3.79 5.31
H -4.12 4.76 3.24
H -2.45 3.42 1.94
H -2.00 0.07 2.06
H -0.06 1.17 4.02
H 1.92 0.14 4.21
H 4.51 -2.26 2.90
H 2.03 -1.83 5.59
H 2.57 -1.42 7.96
H 4.90 -0.95 8.64
H 6.68 -0.89 6.93
H 6.14 -1.28 4.56
N 0.04 -1.81 -3.21
N -0.95 -2.80 -3.17
C -1.53 -3.28 -2.06
N -2.57 -4.11 -2.25
N -0.95 -2.98 -0.89
N -1.53 -3.28 0.25
O -1.04 -2.76 1.25
O -2.52 -4.04 0.36
H -0.29 -0.95 -2.77
H 0.86 -2.13 -2.69
H -1.53 -2.83 -3.99
H -3.17 -3.81 -3.02
H -3.04 -4.34 -1.39
O 4.51 -5.65 -3.54
C 3.47 -5.97 -2.75
C 3.09 -7.31 -2.63
C 2.04 -7.66 -1.80
C 1.34 -6.69 -1.09
C 1.71 -5.36 -1.23
C 2.76 -4.98 -2.05
C 3.13 -3.52 -2.22
O 4.17 -3.28 -2.89
O 2.39 -2.67 -1.68
H 4.58 -4.63 -3.41
H 3.64 -8.06 -3.19
H 1.76 -8.70 -1.71
H 0.51 -6.96 -0.45
H 1.18 -4.57 -0.70
Br -8.67 0.52 -4.70
C -7.23 0.45 -3.45
C -7.28 1.28 -2.34
N -6.33 1.27 -1.41
C -5.31 0.43 -1.57
C -5.17 -0.42 -2.67
C -6.17 -0.42 -3.63
C -3.94 -1.33 -2.82
O -3.99 -2.14 -3.78
O -3.02 -1.13 -2.00
H -8.10 1.98 -2.20
H -4.55 0.43 -0.80
H -6.10 -1.09 -4.48

No. 2
109
Properties=species:S:1:pos:R:3 method="wB97M-V/def2-TZVPD" lumo_ev="-7.07 / -10.96" multiplicity=6 de_lowest_ev=2.007 total_charge=+3
Ru -18.25 4.46 13.33
N -22.48 5.07 14.40
C -21.43 4.94 13.61
N -20.18 5.17 14.00
C -20.08 5.79 15.22
N -18.87 6.20 15.61
N -17.92 5.76 14.86
C -16.65 6.08 15.17
C -15.70 5.21 14.57
C -14.35 5.20 14.94
C -13.47 4.52 14.18
C -13.90 3.61 13.23
C -15.29 3.46 13.10
N -16.16 4.34 13.61
C -21.14 5.92 16.19
C -20.90 6.35 17.48
C -21.91 6.22 18.42
C -23.15 5.77 18.01
C -23.42 5.37 16.70
C -22.42 5.46 15.76
H -23.40 4.83 14.02
H -21.59 4.64 12.60
H -16.48 6.81 15.92
H -14.05 5.75 15.86
H -12.38 4.55 14.43
H -13.12 3.02 12.69
H -15.71 2.57 12.61
H -19.95 6.72 17.76
H -21.82 6.32 19.52
H -23.90 5.69 18.78
H -24.37 4.80 16.49
N -16.73 7.37 11.97
P -17.74 5.97 11.71
C -17.14 5.69 9.96
C -16.47 4.48 9.66
C -15.95 4.35 8.37
C -16.04 5.39 7.43
C -16.51 6.64 7.83
C -17.06 6.81 9.11
C -19.26 6.99 11.40
C -19.99 6.70 10.18
C -21.00 7.52 9.75
C -21.36 8.65 10.46
C -20.76 8.91 11.68
C -19.75 8.07 12.11
C -15.41 7.54 11.67
C -14.81 8.78 11.40
C -13.60 8.87 10.80
C -12.89 7.66 10.66
C -13.45 6.50 11.20
N -14.69 6.37 11.65
H -17.16 8.11 12.49
H -16.41 3.63 10.31
H -15.57 3.36 8.16
H -15.75 5.20 6.43
H -16.48 7.39 7.10
H -17.52 7.75 9.44
H -19.69 5.78 9.64
H -21.43 7.28 8.78
H -22.13 9.29 10.08
H -21.10 9.67 12.37
H -19.30 8.24 13.11
H -15.42 9.69 11.67
H -13.22 9.84 10.41
H -11.87 7.63 10.25
H -12.85 5.59 11.18
Cl -20.95 0.16 16.10
C -19.49 1.08 15.96
C -18.42 0.92 16.84
C -17.36 1.80 16.71
C -17.23 2.68 15.68
N -18.28 2.82 14.80
C -19.37 2.02 14.94
H -18.51 0.26 17.68
H -16.52 1.69 17.42
H -16.41 3.32 15.53
H -20.06 2.11 14.12
C -19.40 -0.40 8.91
C -18.81 -0.60 10.35
C -19.78 -1.03 11.46
C -20.25 0.06 12.37
N -20.97 1.18 11.80
C -20.43 2.38 11.45
S -18.74 2.72 11.74
N -21.30 3.20 10.81
C -22.74 2.94 10.49
C -23.06 2.20 9.22
C -23.96 2.91 8.12
C -23.29 4.14 7.39
H -18.94 0.48 8.46
H -20.50 -0.27 8.79
H -19.04 -1.22 8.30
H -18.45 0.45 10.62
H -17.88 -1.17 10.29
H -19.28 -1.83 12.02
H -20.63 -1.54 10.97
H -19.38 0.49 12.90
H -20.92 -0.36 13.14
H -21.98 1.08 11.54
H -20.87 4.01 10.42
H -23.21 3.97 10.40
H -23.22 2.49 11.32
H -23.54 1.23 9.47
H -22.09 1.90 8.76
H -24.96 3.21 8.59
H -24.28 2.16 7.39
H -22.26 3.84 7.13
H -23.19 4.96 8.11
H -23.82 4.43 6.45